# 1
Here is a 6-piece molecular cluster, C20H45BClN6O7S overall from the OMol25 dataset. Energies are from ωB97M-V with the def2-TZVPD basis set.

Summary:
- Highest occupied orbital energy: -10.726 eV
- Gap between HOMO and LUMO: 7.50 eV
- Total charge: +1

```
81
Properties=species:S:1:pos:R:3:forces:R:3:lowdin_charge:R:1
C -3.902 -5.181 6.741 -0.526 0.556 -0.114 -0.001
B -3.245 -3.783 6.887 0.738 -0.651 0.086 -0.627
O -2.374 -3.406 7.827 -0.365 0.001 -0.037 0.158
S -3.669 -2.313 5.753 -0.476 0.299 0.339 1.221
C -2.296 -1.124 5.880 0.152 0.165 -0.591 -0.299
C -1.102 -1.578 5.089 0.442 -0.292 0.071 -0.310
N -0.080 -2.074 5.634 -0.484 0.132 -0.104 0.167
C -3.699 -2.819 4.024 -0.003 0.315 -0.608 -0.324
C -4.608 -4.008 3.776 0.205 -0.121 0.057 -0.895
O -4.182 -5.106 3.706 0.047 -0.342 -0.080 0.092
Cl -6.292 -3.644 3.573 -0.197 0.192 0.075 0.773
H -4.898 -5.095 6.306 -0.079 -0.172 0.014 0.069
H -3.336 -5.842 6.086 0.146 -0.021 -0.001 0.092
H -4.015 -5.636 7.724 0.095 -0.125 0.026 0.088
H -2.237 -4.115 8.471 0.225 0.182 0.093 0.142
H -2.695 -0.211 5.438 -0.130 0.083 0.159 0.100
H -2.086 -0.971 6.935 -0.055 -0.214 0.097 0.107
H -1.173 -1.468 4.003 -0.009 0.102 -0.030 0.103
H 0.562 -2.308 4.866 0.257 -0.021 0.146 0.028
H -4.067 -1.955 3.473 -0.080 0.094 0.103 0.105
H -2.719 -3.071 3.629 0.161 -0.160 0.329 0.109
C 1.840 -3.370 0.971 -0.323 0.177 0.206 -0.008
C 1.211 -2.332 1.858 -0.038 -0.027 0.052 -0.514
O 1.093 -2.501 3.077 -0.079 -0.028 -0.069 -0.022
N 0.769 -1.196 1.289 0.108 -0.167 -0.020 0.028
C 0.792 -0.813 -0.118 -0.212 0.024 0.295 -0.048
H 2.142 -4.220 1.568 0.030 -0.003 0.047 0.077
H 1.123 -3.706 0.220 0.077 0.016 -0.087 0.096
H 2.715 -2.969 0.472 0.027 -0.051 -0.132 0.074
H 0.372 -0.539 1.942 0.011 0.058 -0.035 0.136
H 1.370 0.103 -0.229 0.038 -0.028 -0.132 0.068
H -0.229 -0.625 -0.448 0.117 0.072 -0.141 0.055
H 1.237 -1.592 -0.728 0.058 -0.049 0.079 0.083
C -1.078 -0.245 -3.356 0.022 -0.036 0.103 -0.001
C -1.682 0.807 -2.455 -0.063 0.087 0.123 -0.560
O -1.778 0.642 -1.236 -0.010 -0.040 -0.081 -0.029
N -2.107 1.943 -3.030 0.090 -0.149 -0.128 0.029
C -2.065 2.318 -4.441 -0.027 -0.022 0.400 -0.060
H -0.778 -1.096 -2.752 -0.034 0.009 0.043 0.069
H -1.804 -0.579 -4.096 0.053 0.023 -0.075 0.088
H -0.202 0.151 -3.869 -0.041 -0.003 -0.083 0.090
H -2.494 2.607 -2.379 -0.019 0.030 -0.022 0.143
H -1.467 3.217 -4.559 0.034 -0.003 -0.092 0.071
H -3.068 2.517 -4.797 -0.013 0.029 -0.111 0.066
H -1.626 1.523 -5.034 0.024 -0.022 0.024 0.078
C -4.529 6.076 -7.291 -0.002 -0.046 0.018 -0.008
C -3.379 5.578 -6.448 0.008 -0.069 -0.008 -0.535
O -3.297 4.413 -6.086 -0.086 0.183 -0.104 0.020
N -2.422 6.476 -6.102 -0.099 0.059 -0.046 0.011
C -2.351 7.887 -6.438 0.194 -0.192 0.161 -0.073
H -5.202 5.246 -7.482 0.034 -0.050 0.033 0.082
H -5.078 6.862 -6.770 0.009 0.054 -0.063 0.085
H -4.169 6.464 -8.244 -0.036 0.072 0.010 0.086
H -1.681 6.083 -5.544 0.024 0.004 -0.013 0.140
H -1.438 8.092 -6.999 -0.039 0.075 -0.045 0.085
H -2.339 8.488 -5.528 -0.040 0.075 -0.044 0.083
H -3.202 8.183 -7.039 -0.023 -0.011 -0.011 0.071
C 1.214 2.950 -1.095 -0.020 0.050 -0.070 -0.002
C 1.810 3.709 -2.258 -0.108 -0.003 -0.102 -0.547
O 1.252 3.762 -3.343 -0.033 -0.005 0.007 0.028
N 2.998 4.336 -2.057 -0.050 -0.069 0.106 0.008
C 3.797 4.382 -0.846 0.041 0.124 -0.289 -0.076
H 0.274 2.504 -1.407 0.006 0.019 -0.065 0.061
H 1.890 2.157 -0.777 0.025 0.060 0.125 0.066
H 1.019 3.623 -0.259 0.073 -0.073 0.080 0.090
H 3.340 4.823 -2.870 0.013 0.004 -0.006 0.140
H 3.925 5.415 -0.519 0.012 -0.027 0.092 0.084
H 4.784 3.954 -1.032 0.010 -0.024 0.092 0.084
H 3.320 3.822 -0.050 -0.026 -0.014 0.004 0.069
C 5.468 -4.162 2.248 -0.051 -0.006 -0.037 -0.002
C 5.404 -4.350 0.749 -0.018 -0.069 -0.063 -0.540
O 4.355 -4.597 0.172 0.197 -0.041 0.020 0.013
N 6.564 -4.233 0.056 0.017 0.055 0.124 0.009
C 7.893 -3.945 0.567 -0.109 -0.061 -0.289 -0.072
H 4.471 -4.284 2.660 -0.033 -0.013 -0.056 0.075
H 6.127 -4.904 2.700 0.047 0.055 0.040 0.087
H 5.831 -3.164 2.497 0.066 -0.031 0.050 0.087
H 6.456 -4.370 -0.936 0.013 -0.017 -0.009 0.141
H 8.277 -3.029 0.116 0.055 0.017 0.073 0.084
H 8.572 -4.763 0.322 0.056 0.018 0.075 0.085
H 7.873 -3.821 1.643 -0.019 -0.002 0.021 0.071
```
Positions in Å, forces in eV/Å.

---

# 2
Here is a 11-piece molecular cluster, C20H45BF4N5O5 overall at a distorted geometry from the OMol25 dataset. Energies are from ωB97M-V with the def2-TZVPD basis set.

Summary:
- Highest occupied orbital energy: -7.423 eV
- Gap between HOMO and LUMO: 9.68 eV
- Total charge: -1
- Relative energy (zero: lowest compared OMol25 entry of this formula, charge and spin): 266.9 kJ/mol

```
80
Properties=species:S:1:pos:R:3:forces:R:3:lowdin_charge:R:1
B 0.039 -0.111 0.318 -2.522 2.727 1.686 -1.402
F -0.096 1.154 -0.290 -0.329 0.893 0.238 0.119
F 0.506 -0.890 -0.586 2.613 -3.556 -2.792 0.266
F 0.727 0.031 1.515 0.515 -0.238 0.367 0.142
F -1.290 -0.576 0.630 -0.235 0.031 0.433 0.066
C 3.501 -1.451 1.105 4.120 0.880 2.720 -0.014
C 4.611 -2.208 1.935 -10.661 7.655 -8.635 -0.264
N 5.303 -2.795 2.498 8.665 -6.950 6.980 0.110
H 3.608 -0.418 1.507 -0.549 -0.561 -0.542 0.091
H 3.726 -1.453 0.074 0.333 -0.163 -1.076 0.052
H 2.572 -1.847 1.308 -1.883 -0.877 0.428 -0.007
C -3.371 -1.114 3.870 1.711 -2.643 2.812 -0.073
C -4.530 -1.946 4.107 -2.515 -2.023 0.193 -0.266
N -5.452 -2.652 4.272 2.259 1.823 -0.333 0.109
H -2.571 -1.365 4.667 -1.462 0.805 -0.804 0.124
H -2.844 -1.389 3.019 0.533 -0.503 -2.060 0.048
H -3.589 -0.117 3.833 -0.462 2.573 0.144 0.025
C -3.382 2.264 1.609 0.806 2.008 -1.463 -0.059
C -3.488 3.805 1.314 0.807 -5.264 1.949 -0.311
N -3.581 4.905 1.102 -0.357 3.255 -0.714 0.107
H -2.218 1.945 1.362 -3.222 0.658 1.333 0.122
H -3.931 2.027 2.642 1.667 0.297 -2.562 0.114
H -3.947 2.000 0.671 0.188 -0.892 1.323 0.053
C -1.000 -3.746 -1.252 3.974 -2.179 -1.655 -0.009
C 0.360 -4.044 -0.585 -2.999 -0.254 0.041 -0.273
N 1.328 -4.252 -0.016 0.955 -0.042 0.189 0.152
H -0.476 -3.464 -2.235 -2.091 0.065 0.800 0.086
H -1.669 -4.646 -1.351 0.974 0.965 0.155 0.100
H -1.412 -2.955 -0.721 -0.945 1.577 0.518 0.025
C 0.622 -2.788 3.191 -0.960 -0.616 1.543 -0.066
C 1.101 -3.943 4.062 -0.551 1.878 -2.230 -0.278
N 1.560 -4.824 4.619 0.263 -0.876 0.827 0.106
H 0.105 -3.166 2.232 1.758 0.809 1.180 0.093
H -0.234 -2.370 3.763 0.408 -0.019 -0.255 0.055
H 1.407 -1.973 3.258 -0.943 -1.140 -1.018 0.090
C -0.212 4.849 -0.008 0.545 -6.334 -5.128 -0.065
C 1.112 4.232 0.367 -2.724 -0.516 -0.385 -0.293
O 1.428 3.413 -0.696 7.626 7.922 -0.223 -0.003
H -0.455 5.503 0.614 -3.068 5.284 5.766 -0.021
H -0.945 3.956 -0.207 0.931 1.620 1.210 0.111
H -0.331 5.304 -0.971 1.029 0.518 -0.819 0.073
H 0.910 3.693 1.250 -0.808 -1.748 1.140 0.076
H 1.792 4.851 0.912 1.681 1.157 -1.467 0.110
H 0.989 2.697 -0.769 -5.118 -7.877 -0.055 -0.067
C 2.095 1.868 -3.385 -1.715 1.355 0.085 -0.107
C 2.452 0.872 -4.523 0.002 -0.592 3.832 -0.346
O 3.549 0.116 -4.012 0.840 -2.829 0.331 -0.164
H 1.745 1.133 -2.606 0.778 1.308 0.041 0.056
H 1.062 2.504 -3.612 2.764 -1.317 0.328 0.112
H 2.996 2.637 -3.061 -2.477 -2.324 -0.774 0.127
H 2.633 1.368 -5.395 1.474 1.251 -2.505 0.059
H 1.646 0.223 -4.763 -1.166 -0.608 0.148 0.089
H 3.398 -0.882 -3.620 -0.569 3.896 -1.466 0.120
C 3.343 -3.646 -4.467 0.025 -2.095 0.528 -0.077
C 2.249 -3.385 -3.295 1.911 -1.277 -3.243 -0.341
O 2.516 -2.160 -2.725 -1.388 0.523 1.849 -0.101
H 3.327 -2.746 -5.128 0.631 -0.981 0.268 0.059
H 3.119 -4.657 -5.033 -0.174 2.242 0.732 0.084
H 4.420 -4.012 -4.020 -2.564 1.832 -0.794 0.118
H 2.498 -4.195 -2.684 -0.193 -1.183 1.737 0.066
H 1.183 -3.440 -3.576 0.493 -0.160 -0.580 0.107
H 1.779 -2.122 -2.054 1.362 1.017 -0.449 0.094
C -0.940 3.136 4.398 6.119 1.706 1.013 -0.039
C -0.151 1.983 3.809 -5.402 2.459 0.000 -0.298
O -1.077 1.023 3.407 0.991 -0.592 -1.241 -0.052
H -1.531 3.409 3.694 -4.004 2.550 -4.621 -0.012
H -0.317 4.049 4.786 -0.946 -1.812 -0.775 0.137
H -1.500 2.779 5.115 -2.857 -1.697 4.190 0.022
H 0.373 1.793 4.578 4.334 -3.093 5.371 0.048
H 0.450 2.451 3.175 2.503 0.951 -3.976 0.069
H -0.617 0.668 2.621 -0.674 -0.598 0.247 0.054
C -3.534 0.690 -3.678 -0.094 1.622 -2.064 -0.108
C -2.719 0.711 -2.395 -2.626 -3.473 1.941 -0.255
O -2.360 -0.700 -2.029 0.406 2.303 -0.069 -0.115
H -4.428 0.080 -3.794 0.310 -0.544 0.549 0.058
H -2.979 0.674 -4.732 -0.456 -0.540 2.574 0.114
H -3.946 1.700 -3.755 -0.160 0.260 0.094 0.056
H -3.149 1.153 -1.404 -0.327 -0.637 -2.018 0.130
H -1.955 1.353 -2.562 3.229 1.383 -0.551 0.056
H -1.875 -0.575 -1.185 -0.334 -0.437 -0.492 0.024
```
Positions in Å, forces in eV/Å.

---

# 3
Here is C20H45FO7S3Si2 as an isolated structure from the OMol25 dataset. Energies are from ωB97M-V with the def2-TZVPD basis set.

Summary:
- Highest occupied orbital energy: -9.758 eV
- Gap between HOMO and LUMO: 10.35 eV
- Total charge: 0

```
78
Properties=species:S:1:pos:R:3:forces:R:3:lowdin_charge:R:1
C 2.116 -0.719 0.908 -0.033 -0.038 0.070 -0.110
C 2.916 0.553 0.654 0.051 0.004 0.093 -0.257
C 2.029 1.766 0.381 0.064 0.019 0.021 -0.217
C 1.444 2.377 1.659 -0.040 -0.019 -0.040 -0.257
C 0.166 3.206 1.410 0.085 0.124 -0.031 -0.304
Si -1.380 2.438 2.073 -0.049 -0.009 0.154 0.516
O -1.505 0.832 1.666 -0.066 0.188 -0.212 -0.431
Si -1.709 0.147 0.184 0.114 -0.334 0.044 0.519
C -3.513 -0.252 -0.151 -0.098 -0.055 0.061 -0.252
C -4.516 0.681 0.496 0.053 0.093 0.009 -0.443
C -4.738 0.430 1.982 0.063 -0.019 0.042 -0.041
F -5.751 0.526 -0.166 -0.055 0.015 0.010 -0.057
H 1.645 -1.075 -0.011 0.012 0.043 0.003 0.044
H 1.325 -0.547 1.644 -0.001 0.000 -0.006 0.059
H 2.745 -1.522 1.297 0.020 -0.005 -0.046 0.070
H 3.547 0.772 1.524 0.013 0.012 -0.019 0.105
H 3.599 0.395 -0.183 -0.037 -0.020 -0.027 0.104
H 1.228 1.482 -0.309 0.033 -0.040 -0.007 0.086
H 2.622 2.537 -0.118 -0.111 0.032 -0.085 0.115
H 2.197 3.032 2.096 0.046 -0.114 0.072 0.071
H 1.259 1.577 2.385 -0.023 0.025 0.016 0.094
H 0.244 4.183 1.900 0.015 0.003 -0.016 0.054
H 0.057 3.417 0.342 -0.022 -0.005 0.003 0.077
H -1.410 2.486 3.551 0.022 -0.027 -0.003 -0.018
H -2.580 3.155 1.560 0.011 -0.029 0.002 -0.019
H -1.185 1.041 -0.877 -0.060 0.079 0.052 0.002
H -0.952 -1.122 0.166 0.011 0.018 -0.084 -0.002
H -3.675 -0.227 -1.233 0.064 -0.001 -0.013 0.075
H -3.707 -1.279 0.175 -0.060 0.012 -0.008 0.086
H -4.238 1.725 0.327 0.009 -0.001 -0.065 0.117
H -4.753 1.356 2.557 -0.059 0.019 -0.030 0.075
H -5.699 -0.067 2.110 0.021 -0.040 0.005 0.083
H -3.957 -0.204 2.400 -0.004 0.003 0.002 0.073
C 4.132 7.286 4.970 -0.013 -0.010 -0.001 -0.221
C 4.823 5.972 5.359 -0.016 -0.010 -0.004 -0.213
C 4.038 4.832 4.703 0.054 -0.005 0.035 -0.215
S 3.303 5.530 3.214 0.010 0.031 -0.011 0.656
O 1.867 5.519 3.358 -0.012 0.005 0.007 -0.322
O 3.909 4.958 2.039 0.001 0.007 -0.016 -0.321
C 3.890 7.203 3.468 0.026 0.034 0.042 -0.229
H 4.738 8.154 5.226 0.001 -0.002 0.010 0.115
H 3.177 7.378 5.493 -0.003 0.003 -0.005 0.119
H 5.850 5.976 4.988 -0.004 0.005 -0.014 0.117
H 4.864 5.843 6.440 0.015 0.003 0.001 0.114
H 4.655 3.989 4.403 -0.021 -0.014 -0.003 0.104
H 3.212 4.485 5.321 -0.023 0.017 -0.018 0.106
H 3.133 7.885 3.087 -0.011 -0.021 -0.018 0.108
H 4.814 7.308 2.898 -0.001 -0.004 -0.002 0.108
C -0.692 -2.403 -5.319 0.072 0.028 0.191 -0.214
C -1.738 -1.495 -4.663 0.005 0.005 -0.023 -0.203
C -1.367 -1.397 -3.182 -0.124 0.010 -0.005 -0.231
S 0.416 -1.625 -3.097 -0.021 0.070 0.012 0.653
O 0.690 -2.858 -2.393 0.004 -0.027 0.024 -0.329
O 1.059 -0.408 -2.667 0.034 -0.013 0.027 -0.331
C 0.669 -1.897 -4.849 -0.055 -0.045 -0.029 -0.215
H -0.776 -2.406 -6.404 0.033 -0.057 -0.004 0.120
H -0.826 -3.416 -4.938 -0.031 -0.005 -0.268 0.074
H -1.721 -0.505 -5.123 0.019 0.006 0.014 0.117
H -2.741 -1.902 -4.774 0.002 -0.006 -0.012 0.115
H -1.601 -0.435 -2.730 0.040 0.013 -0.007 0.064
H -1.813 -2.206 -2.606 0.033 -0.029 -0.004 0.093
H 1.475 -2.621 -4.956 0.015 0.019 0.014 0.109
H 0.951 -0.942 -5.293 -0.021 0.013 0.015 0.107
C -1.778 -6.515 -0.991 -0.001 0.013 -0.013 -0.216
C -2.173 -7.745 -1.819 -0.009 0.006 -0.014 -0.213
C -2.499 -7.257 -3.234 0.027 -0.078 0.034 -0.216
S -1.512 -5.769 -3.480 -0.030 -0.032 0.111 0.668
O -2.417 -4.648 -3.616 0.013 0.036 0.008 -0.325
O -0.503 -5.989 -4.486 -0.023 0.051 -0.037 -0.318
C -0.789 -5.730 -1.845 -0.015 -0.041 0.043 -0.225
H -1.335 -6.796 -0.037 -0.007 0.001 0.005 0.116
H -2.657 -5.902 -0.784 0.004 0.003 0.001 0.120
H -1.334 -8.444 -1.855 0.009 0.008 -0.002 0.117
H -3.021 -8.272 -1.385 0.008 -0.008 0.003 0.113
H -2.235 -7.964 -4.016 -0.013 0.014 -0.018 0.102
H -3.540 -6.955 -3.341 0.009 0.033 0.001 0.103
H -0.646 -4.690 -1.568 0.035 0.053 -0.025 0.083
H 0.179 -6.225 -1.915 0.000 -0.009 -0.008 0.116
```
Positions in Å, forces in eV/Å.